1.
CClF3S | the ωB97M-V functional and the def2-TZVPD basis

## Properties
**LUMO energy (spin up / spin down)**: -1.650 / -1.793 eV
**Total energy**: -1195.96429 Eh
**Gap between HOMO and LUMO (spin up / spin down)**: 7.786 / 7.582 eV

Each line ends with the Mulliken charge.
Geometry (Å):
C (0.6944, -0.3021, -0.0060)  0.40
F (1.0156, -1.2834, -0.8211)  -0.13
F (0.9735, -0.5633, 1.2525)  -0.12
F (-1.9056, 1.2340, 0.5870)  -0.24
S (-1.9171, -0.2480, -0.2174)  0.11
Cl (1.1391, 1.1628, -0.7951)  -0.02

---

2.
C34H45O6P | the ωB97M-V functional and the def2-TZVPD basis

## Properties
**Structure (SMILES)**: C=CC(=O)OCCCCCCc1cc(CCCO)c(CCCCCCCC)c2c1C(=O)c1cc([PH2]=O)ccc1C2=O
**LUMO energy**: -0.706 eV
**Total energy**: -2115.10066 Eh
**Gap between HOMO and LUMO**: 7.673 eV

Each line ends with the Mulliken charge.
Geometry (Å):
C (-5.2768, 2.2747, -5.2276)  -0.58
C (-4.9887, 1.0731, -5.9096)  -0.53
C (-4.3577, -0.0841, -5.0793)  0.78
O (-3.2465, -0.4233, -5.3589)  -0.41
O (-5.1243, -0.6089, -4.0344)  -0.31
C (-5.4838, -1.9921, -4.2792)  -0.61
C (-4.9991, -2.8750, -3.0571)  -0.78
C (-3.4120, -2.7477, -2.9246)  0.25
C (-2.7765, -4.0814, -2.3867)  -0.90
C (-1.2054, -4.2042, -2.5720)  -1.20
C (-0.4490, -2.8543, -2.8472)  -0.54
C (-0.1807, -2.0071, -1.5461)  0.58
C (-0.8819, -2.2624, -0.2844)  -0.24
C (-0.6038, -1.4969, 0.9418)  0.13
C (-1.3809, -1.8916, 2.2425)  -1.32
C (-0.5083, -2.6894, 3.2926)  -0.54
C (-1.0545, -2.2992, 4.7398)  -0.44
O (-2.4847, -2.1777, 4.7747)  -0.52
C (0.4002, -0.4073, 0.9584)  -0.16
C (0.7258, 0.3961, 2.2466)  -0.28
C (-0.4865, 1.2416, 2.8324)  -0.64
C (0.0530, 2.6670, 3.2845)  -0.90
C (1.2261, 2.5791, 4.3422)  -0.40
C (2.4787, 3.4917, 4.0105)  -0.57
C (2.1182, 4.9327, 3.4846)  -0.70
C (1.1060, 5.7193, 4.4209)  -0.29
C (1.5608, 5.7188, 5.9450)  -1.01
C (1.1013, -0.1482, -0.3001)  0.28
C (0.8250, -0.9323, -1.5265)  0.17
C (1.6876, -0.5738, -2.7820)  -0.20
O (1.2298, -0.5115, -3.8962)  -0.51
C (3.1885, -0.2572, -2.4513)  0.38
C (4.3128, -0.7080, -3.2538)  -0.68
C (5.6778, -0.3698, -2.7965)  0.30
P (7.2221, -0.8922, -3.7233)  0.37
O (8.3737, -0.8648, -2.7376)  -0.64
C (5.9312, 0.3880, -1.5622)  -0.59
C (4.8001, 0.8588, -0.7692)  -0.61
C (3.4647, 0.5245, -1.2281)  0.37
C (2.2011, 0.9637, -0.4075)  -0.26
O (2.0847, 2.0714, 0.0589)  -0.55
H (-6.1270, 2.2289, -4.4948)  0.25
H (-4.6625, 3.1901, -5.4002)  0.26
H (-5.2371, 0.9910, -6.9941)  0.33
H (-6.5855, -2.0849, -4.4757)  0.34
H (-4.9523, -2.3858, -5.1888)  0.40
H (-5.5301, -2.4910, -2.1477)  0.31
H (-5.3310, -3.9296, -3.2502)  0.37
H (-3.0484, -2.5453, -3.9671)  0.20
H (-3.2230, -1.8971, -2.2230)  0.09
H (-3.0881, -4.2582, -1.3218)  0.24
H (-3.2356, -4.9157, -2.9967)  0.50
H (-0.7998, -4.7095, -1.6475)  0.27
H (-1.0159, -4.8863, -3.4374)  0.46
H (0.5844, -3.1395, -3.2097)  0.57
H (-0.8855, -2.2324, -3.6700)  0.34
H (-1.6381, -3.0816, -0.2142)  0.16
H (-1.8059, -0.9347, 2.6564)  0.50
H (-2.2674, -2.5044, 1.9301)  0.66
H (0.5857, -2.4698, 3.2471)  0.35
H (-0.7002, -3.7834, 3.1106)  0.37
H (-0.7663, -3.0511, 5.5240)  0.33
H (-0.6235, -1.2837, 4.9694)  0.16
H (-2.8947, -2.8915, 4.2581)  0.33
H (1.6152, 1.0714, 2.1478)  0.54
H (1.0199, -0.3651, 3.0298)  0.17
H (-0.8280, 0.7014, 3.7641)  0.13
H (-1.3200, 1.3086, 2.0911)  0.50
H (0.4101, 3.1713, 2.3497)  0.27
H (-0.7929, 3.2230, 3.7811)  0.36
H (0.8084, 2.8906, 5.3327)  0.31
H (1.6201, 1.5308, 4.4882)  0.28
H (3.1948, 2.9810, 3.3038)  0.19
H (3.0408, 3.6069, 4.9848)  0.33
H (1.8067, 4.9168, 2.4098)  0.31
H (3.0797, 5.5304, 3.5161)  0.41
H (0.1029, 5.2504, 4.2662)  0.13
H (1.0777, 6.8039, 4.1122)  0.39
H (1.1712, 4.8175, 6.4800)  0.23
H (2.6770, 5.7339, 6.0518)  0.24
H (1.1326, 6.6453, 6.4114)  0.36
H (4.1216, -1.2990, -4.1756)  0.39
H (7.0799, -2.1796, -4.3104)  0.08
H (7.4665, 0.1446, -4.6753)  0.09
H (6.9726, 0.6169, -1.2339)  0.40
H (4.9227, 1.4242, 0.1837)  0.42

---

3.
C4H5FN2S | the ωB97M-V functional and the def2-TZVPD basis

## Properties
**LUMO energy (spin up / spin down)**: -0.449 / -1.647 eV
**Total energy**: -762.78413 Eh
**Gap between HOMO and LUMO (spin up / spin down)**: 8.305 / 6.202 eV

Each line ends with the Mulliken charge.
Geometry (Å):
C (1.3812, -1.1296, 0.0290)  -0.42
C (-0.8923, -1.6126, -0.0796)  0.22
C (1.2316, 0.1312, -0.2313)  0.41
C (1.0057, 1.4751, -0.1010)  -0.70
N (0.2786, -2.0076, 0.2675)  -0.52
N (-1.2508, -0.3964, -0.5807)  -0.33
F (-2.6437, 1.2736, 1.0421)  -0.34
S (-2.4930, 0.5097, -0.5433)  0.22
H (2.2779, -1.7586, 0.0846)  0.39
H (-1.7335, -2.1570, 0.3233)  0.39
H (1.6985, 1.9089, 0.6720)  0.27
H (1.2887, 2.0703, -1.0606)  0.25
H (-0.1489, 1.6930, 0.1781)  0.15

---

4.
C73H148N12O7 | the ωB97M-V functional and the def2-TZVPD basis

## Properties
**Structure (SMILES)**: CC1(C)CCCC(C)(C)N1O.CC1(C)CCCC(C)(C)N1O.CC1(C)CCCC(C)(C)N1O.CC1(C)CCCC(C)(C)N1O.CC1(C)CCCC(C)(C)N1O.CC1(C)CCCC(C)(C)N1O.CC1(C)CCCC(C)(C)N1O.CC#N.CC#N.CC#N.CC#N.CC#N
**LUMO energy**: 0.390 eV
**Total energy**: -4053.56045 Eh
**Gap between HOMO and LUMO**: 8.585 eV

Each line ends with the Mulliken charge.
Geometry (Å):
C (11.6024, 16.8394, 16.9033)  -0.37
C (11.3258, 18.2434, 17.2745)  0.40
N (11.2893, 19.3535, 17.5322)  -0.56
H (10.7379, 16.1452, 16.9443)  0.44
H (12.2367, 16.4658, 17.6374)  0.51
H (12.1306, 16.7780, 15.9561)  -0.39
C (17.3012, 20.7502, 20.2343)  -1.17
C (17.6179, 21.5820, 19.1141)  0.85
N (17.8548, 22.4066, 18.3339)  -0.61
H (17.2144, 19.6921, 19.9617)  0.11
H (16.3973, 21.1414, 20.7409)  0.40
H (18.0903, 20.7408, 20.9171)  0.66
C (13.9099, 19.0981, 20.4756)  -0.08
C (14.3913, 17.7408, 20.5075)  0.42
N (14.7684, 16.6444, 20.4201)  -0.61
H (14.7789, 19.6340, 20.2196)  -0.27
H (13.4335, 19.3180, 21.3921)  0.47
H (13.1518, 19.2154, 19.7176)  0.03
C (14.1716, 12.3530, 15.1232)  -0.83
C (13.3866, 13.3878, 14.4241)  0.65
N (12.6812, 14.0680, 13.8224)  -0.59
H (14.3916, 11.5839, 14.3896)  0.29
H (13.5709, 11.9211, 15.9259)  0.36
H (15.0219, 12.7906, 15.5470)  0.10
C (13.2305, 22.6777, 17.6725)  0.07
C (13.8403, 22.2810, 18.9466)  0.18
N (14.2823, 21.9656, 19.9273)  -0.46
H (13.9626, 22.4934, 16.8366)  -0.28
H (12.9005, 23.7396, 17.6687)  0.36
H (12.3059, 21.9919, 17.5136)  0.17
C (21.6727, 18.3515, 20.5878)  -2.41
C (21.8547, 19.0145, 19.2546)  2.32
C (20.4924, 19.5603, 18.7535)  -0.23
C (20.6509, 20.4389, 17.5708)  0.63
C (21.5502, 21.6368, 17.9038)  -1.76
C (22.9356, 21.2103, 18.3329)  1.95
N (22.7413, 20.2317, 19.4272)  0.00
O (23.9913, 19.7857, 19.9060)  -0.50
C (23.8099, 20.5137, 17.2605)  -1.96
C (23.7226, 22.3954, 18.8566)  -1.83
C (22.4497, 17.9089, 18.3817)  -1.29
H (20.7898, 17.7166, 20.5023)  0.43
H (21.4378, 19.1323, 21.2962)  0.59
H (22.5047, 17.7221, 20.9466)  0.39
H (19.8883, 18.6681, 18.5287)  -0.33
H (20.0878, 20.1732, 19.5893)  0.21
H (19.7596, 20.8329, 17.1286)  -0.05
H (21.1285, 19.8780, 16.6928)  -0.17
H (21.1160, 22.1712, 18.7936)  0.32
H (21.6332, 22.4125, 17.1268)  0.43
H (23.2417, 19.8772, 16.6268)  0.30
H (24.3204, 21.2237, 16.6075)  0.40
H (24.5851, 19.9947, 17.7130)  0.52
H (23.1437, 22.9720, 19.5923)  0.40
H (24.7685, 22.1165, 19.1142)  0.38
H (23.9159, 23.0161, 17.9618)  0.39
H (22.2098, 18.0620, 17.3308)  0.08
H (22.0317, 16.8694, 18.6834)  0.17
H (23.5573, 18.0584, 18.5073)  0.33
H (23.9287, 19.8116, 20.8557)  0.36
C (19.4939, 19.5412, 9.1889)  -1.59
C (19.5657, 21.0354, 9.5132)  2.00
C (18.1508, 21.7551, 9.8375)  -1.43
C (17.5116, 21.1770, 11.1233)  0.54
C (18.5101, 21.4686, 12.2893)  -0.81
C (19.9710, 20.9325, 12.0161)  2.50
N (20.3561, 21.3997, 10.6795)  0.00
O (21.6721, 20.9320, 10.3553)  -0.49
C (20.8431, 21.6978, 12.9752)  -2.21
C (20.1048, 19.4304, 12.2211)  -1.51
C (20.1348, 21.7938, 8.3087)  -2.23
H (19.1279, 18.8847, 9.9848)  0.24
H (20.5404, 19.2244, 8.9796)  0.40
H (18.8197, 19.3991, 8.2995)  0.36
H (18.3568, 22.8269, 9.9928)  0.42
H (17.4961, 21.5145, 8.9561)  0.48
H (17.4594, 20.1221, 11.0582)  0.21
H (16.4569, 21.4988, 11.3844)  -0.42
H (18.2673, 20.9490, 13.2315)  -0.55
H (18.5467, 22.5647, 12.3979)  0.60
H (20.7084, 22.7950, 12.9448)  0.35
H (20.5833, 21.3341, 13.9638)  0.19
H (21.9290, 21.5448, 12.8370)  0.52
H (19.3014, 18.9111, 11.7421)  0.08
H (21.0584, 19.2140, 11.8040)  0.67
H (20.1094, 19.1389, 13.2813)  0.00
H (20.3821, 22.8064, 8.5855)  0.47
H (19.3857, 21.8620, 7.4922)  0.40
H (20.9315, 21.2856, 7.8380)  0.46
H (22.1370, 21.7565, 10.3481)  0.38
C (15.4441, 11.4485, 10.4170)  -1.54
C (16.8566, 11.9642, 9.9327)  0.98
C (16.5922, 13.2545, 9.1240)  -0.63
C (17.8853, 14.0458, 8.6734)  -1.06
C (18.5778, 14.3524, 10.0447)  -1.02
C (18.9859, 12.9951, 10.6674)  2.18
N (17.7605, 12.2692, 11.0057)  0.70
O (18.0425, 11.1596, 11.8227)  -0.49
C (20.0916, 12.2841, 9.9016)  -1.71
C (19.6637, 13.3060, 11.9701)  -2.15
C (17.2814, 10.7902, 9.0017)  -1.58
H (15.4742, 10.5553, 11.0936)  0.36
H (14.9023, 11.2580, 9.5250)  0.43
H (14.9972, 12.3287, 10.8146)  0.25
H (15.9283, 12.9774, 8.3131)  0.59
H (16.0054, 13.8858, 9.8750)  -0.22
H (17.6638, 14.9027, 8.1540)  0.66
H (18.4968, 13.4025, 8.0782)  0.38
H (17.8678, 14.8508, 10.6483)  -0.20
H (19.4979, 14.9711, 9.9448)  0.50
H (20.3622, 11.3817, 10.5738)  0.35
H (19.8245, 11.9181, 8.9091)  0.37
H (20.9424, 12.9459, 9.8182)  0.44
H (18.9148, 13.7233, 12.5977)  -0.18
H (20.0526, 12.3432, 12.3511)  0.57
H (20.5410, 13.9037, 11.8035)  0.62
H (16.8964, 9.8497, 9.4847)  0.44
H (18.3583, 10.8258, 8.7114)  0.25
H (16.8672, 10.9970, 8.0253)  0.42
H (18.4403, 10.4873, 11.2264)  0.38
C (15.6462, 23.3306, 13.9789)  -0.73
C (14.9930, 24.5955, 13.5255)  1.58
C (15.0179, 24.6391, 11.9463)  -1.44
C (13.9575, 23.7553, 11.3343)  0.51
C (12.5561, 24.1669, 11.8200)  -1.65
C (12.4508, 23.9975, 13.3243)  2.19
N (13.6451, 24.7680, 13.9316)  -0.17
O (13.6441, 24.4913, 15.3229)  -0.20
C (11.2002, 24.7441, 13.7330)  -2.01
C (12.3702, 22.5127, 13.7316)  -1.19
C (15.8646, 25.8227, 13.9566)  -1.75
H (16.6747, 23.4283, 13.6374)  0.26
H (15.2457, 22.4935, 13.4389)  -0.03
H (15.6565, 23.1545, 15.0610)  0.20
H (14.8360, 25.6455, 11.6672)  0.63
H (16.0755, 24.4381, 11.6549)  0.25
H (14.0569, 22.7216, 11.5490)  -0.79
H (13.9460, 23.7500, 10.2635)  0.58
H (11.7905, 23.5438, 11.3119)  0.47
H (12.3255, 25.1651, 11.3567)  0.31
H (11.2526, 25.7023, 13.2478)  0.52
H (10.2786, 24.2835, 13.3744)  0.33
H (11.1463, 24.7234, 14.8238)  0.37
H (12.4394, 22.3609, 14.8143)  0.05
H (11.4500, 22.0298, 13.4961)  0.71
H (13.1455, 21.9154, 13.2942)  -0.24
H (16.0080, 26.1167, 15.0406)  0.30
H (15.5765, 26.7971, 13.5012)  0.44
H (16.8623, 25.5779, 13.5999)  0.34
H (13.5258, 25.3256, 15.8061)  0.30
C (13.9808, 16.3230, 11.3742)  -1.97
C (13.0616, 17.5494, 11.6212)  2.60
C (12.3782, 17.9637, 10.2871)  -1.26
C (11.1864, 18.8812, 10.4416)  -0.57
C (10.0710, 18.3333, 11.4525)  -0.83
C (10.8010, 17.9232, 12.7196)  1.05
N (11.9658, 17.0566, 12.4794)  -0.37
O (12.5375, 16.6860, 13.7396)  0.80
C (11.2180, 19.1798, 13.5936)  -0.41
C (9.7285, 17.1780, 13.5688)  -2.00
C (13.9838, 18.7264, 12.1594)  -1.70
H (13.2569, 15.5168, 11.1193)  0.56
H (14.4891, 15.9299, 12.2882)  -0.22
H (14.6853, 16.5516, 10.5641)  0.64
H (13.0911, 18.3776, 9.5843)  0.38
H (12.0288, 17.0381, 9.8520)  0.43
H (10.6865, 18.8975, 9.4809)  0.63
H (11.4028, 19.9539, 10.6735)  -0.09
H (9.6668, 17.4806, 10.9027)  0.32
H (9.2479, 19.0829, 11.5964)  0.32
H (10.3099, 19.8658, 13.5830)  0.37
H (11.3062, 18.8218, 14.6047)  -0.36
H (12.0941, 19.5765, 13.1692)  -0.09
H (10.0248, 16.8356, 14.5065)  0.19
H (8.7834, 17.8043, 13.7375)  0.33
H (9.5498, 16.3438, 12.9144)  0.59
H (14.2361, 18.5962, 13.1828)  0.26
H (13.6616, 19.7223, 11.8622)  -0.32
H (14.9660, 18.5645, 11.7044)  0.57
H (12.4605, 15.7253, 13.5513)  0.25
C (23.4835, 13.2373, 18.4841)  -1.87
C (22.6560, 12.9797, 17.2424)  1.81
C (23.2871, 11.8851, 16.3657)  -1.39
C (22.3673, 11.3188, 15.3538)  -0.19
C (21.0153, 10.8559, 15.9334)  -1.29
C (20.3404, 11.8892, 16.8479)  1.77
N (21.3688, 12.4534, 17.7531)  0.00
O (20.6973, 13.5174, 18.5434)  -0.42
C (19.6064, 13.0018, 16.0577)  -0.58
C (19.3593, 11.1326, 17.7603)  -1.98
C (22.5140, 14.3594, 16.4904)  -1.40
H (24.5918, 13.3926, 18.2742)  0.35
H (23.3417, 12.4522, 19.2017)  0.49
H (23.1714, 14.1872, 18.8902)  0.34
H (24.2537, 12.2012, 15.8821)  0.32
H (23.6363, 11.1428, 17.1722)  0.33
H (22.8857, 10.4195, 14.8230)  0.37
H (22.2246, 12.1376, 14.6631)  0.09
H (21.2207, 9.9713, 16.5032)  0.46
H (20.3654, 10.5928, 15.0964)  0.32
H (19.7421, 13.9744, 16.5544)  0.07
H (20.1162, 13.1574, 15.0673)  -0.65
H (18.5350, 12.8431, 15.8602)  0.72
H (19.9047, 10.6298, 18.5927)  0.40
H (18.6098, 11.8370, 18.1334)  0.40
H (18.8138, 10.3514, 17.1096)  0.37
H (22.1010, 14.1932, 15.4621)  0.13
H (23.5508, 14.7252, 16.2815)  0.55
H (21.9644, 15.0683, 17.0809)  0.19
H (20.5316, 12.9968, 19.3173)  0.36
C (15.9762, 18.4378, 17.3830)  -1.63
C (16.4117, 18.6957, 15.9638)  2.63
C (17.8785, 19.1069, 15.8296)  0.20
C (18.7653, 17.9054, 15.9397)  0.00
C (18.3399, 16.8233, 14.8990)  -0.60
C (16.9741, 16.3055, 15.0941)  3.17
N (16.0775, 17.4730, 15.0328)  0.25
O (14.7378, 17.0287, 15.4092)  0.16
C (16.6490, 15.3233, 13.9437)  -1.43
C (16.7927, 15.5060, 16.4026)  -1.26
C (15.5196, 19.8073, 15.4308)  -1.76
H (15.8695, 19.4482, 17.8362)  0.27
H (16.6533, 17.8197, 17.9214)  0.45
H (14.9666, 18.0654, 17.3684)  -0.19
H (18.1743, 19.5872, 14.8977)  -0.69
H (17.9998, 19.8437, 16.6070)  -0.69
H (18.8623, 17.5402, 16.9814)  -0.03
H (19.7977, 18.2452, 15.6899)  0.15
H (19.0837, 16.0265, 14.9073)  0.66
H (18.4498, 17.3186, 13.9397)  -0.26
H (16.8575, 15.6902, 12.9500)  0.26
H (17.2662, 14.4357, 14.0216)  -0.12
H (15.6121, 15.0522, 13.9898)  -0.66
H (16.8810, 16.0652, 17.3143)  0.09
H (15.7526, 15.1022, 16.4545)  0.01
H (17.4667, 14.6014, 16.4528)  -0.02
H (15.5387, 20.7611, 15.9662)  0.51
H (14.4825, 19.4749, 15.4511)  0.05
H (15.7605, 20.2015, 14.4157)  -0.16
H (14.2544, 16.9161, 14.5798)  -0.10

---

5.
C3H7N4OS | the ωB97M-V functional and the def2-TZVPD basis

## Properties
**Structure (SMILES)**: CC1=[NH+][C@@H](NN=O)SN1
**LUMO energy**: -3.948 eV
**Total energy**: -810.60725 Eh
**Gap between HOMO and LUMO**: 9.247 eV
**Net charge**: +1

Each line ends with the Mulliken charge.
Geometry (Å):
C (-1.2442, 0.2181, 0.0026)  0.61
C (1.1219, 0.3429, 0.4888)  -0.21
C (-2.5461, -0.4656, -0.0574)  -0.99
N (3.2680, -0.8139, 0.3333)  -0.03
N (-0.9726, 1.4737, -0.2557)  -0.17
N (-0.1175, -0.3713, 0.3728)  -0.22
N (2.1748, -0.2315, -0.2772)  -0.04
O (4.1211, -1.1904, -0.4184)  -0.39
S (0.6524, 2.0377, -0.0478)  0.07
H (1.5428, 0.4011, 1.4255)  0.58
H (-2.4206, -0.9247, -1.0552)  0.32
H (-3.5310, 0.1691, -0.2125)  0.34
H (-2.5920, -1.2303, 0.8487)  0.31
H (-1.5313, 2.2592, -0.4949)  0.23
H (-0.1830, -1.3653, 0.6984)  0.28
H (2.2572, -0.3088, -1.3512)  0.31